ORCA calculation (ωB97M-V/def2-TZVPD) on a 8-piece molecular cluster, C11H29Cl6F6N3O5S overall at a distorted geometry.

- lowest unoccupied orbital energy (eV) = -7.37
- energy (eV) = -128845.8335
- charge = +2
- frontier orbital gap (eV) = 6.830
- highest occupied orbital energy (eV) = -14.20

XYZ file:
```
61
C11H29Cl6F6N3O5S ωB97M-V/def2-TZVPD
N 1.985 1.239 -3.221
H 2.635 0.492 -3.435
H 2.458 2.146 -3.219
H 1.560 1.042 -2.264
H 1.180 1.327 -3.847
N 1.937 -3.766 -1.693
H 2.558 -3.286 -2.338
H 1.495 -3.074 -1.032
H 2.505 -4.356 -1.074
H 1.315 -4.368 -2.236
N 5.352 0.045 -0.207
H 6.093 -0.311 0.401
H 4.399 -0.066 0.230
H 5.298 -0.485 -1.073
H 5.473 1.044 -0.377
C 0.172 0.117 1.511
F 0.370 -0.555 2.640
F -1.037 -0.047 1.041
F 0.456 1.383 1.762
S 1.417 -0.503 0.265
O 1.031 0.099 -1.026
O 2.738 -0.091 0.756
O 1.331 -1.966 0.274
C -1.791 -0.805 -2.277
C -2.680 -0.750 -3.494
O -3.644 0.263 -3.301
C -4.715 0.247 -4.091
O -4.960 -0.589 -4.902
C -5.662 1.455 -3.940
F -5.866 2.032 -5.119
F -6.831 0.998 -3.496
F -5.179 2.377 -3.098
H -0.975 -1.523 -2.355
H -2.354 -0.918 -1.350
H -1.276 0.146 -2.105
H -3.113 -1.740 -3.645
H -2.094 -0.582 -4.402
Cl -0.261 3.889 -1.937
C -1.199 2.395 -1.784
C -2.493 2.547 -1.003
Cl -2.259 3.089 0.669
H -0.578 1.712 -1.199
H -1.394 1.981 -2.771
H -2.945 1.557 -0.970
H -3.160 3.262 -1.476
Cl -3.517 1.549 4.275
C -2.236 1.365 5.498
C -1.000 0.755 4.900
Cl 0.241 0.517 6.175
H -2.624 0.729 6.291
H -2.044 2.333 5.952
H -0.544 1.420 4.172
H -1.172 -0.226 4.473
Cl 3.631 -1.515 6.322
C 2.696 -1.937 4.883
C 3.514 -1.827 3.613
Cl 4.541 -3.275 3.343
H 1.837 -1.272 4.840
H 2.313 -2.950 4.994
H 4.190 -0.986 3.740
H 2.883 -1.783 2.739
```

***

ORCA calculation (ωB97M-V/def2-TZVPD) on C11H30BCeF7N4O5PS as an isolated structure.

- lowest unoccupied orbital energy (alpha / beta) (eV) = 0.31 / 0.31
- energy (eV) = -80853.2286
- expectation value of S² = 0.751
- multiplicity = 2
- frontier orbital gap (alpha / beta) (eV) = 8.086 / 8.091
- highest occupied orbital energy (alpha / beta) (eV) = -7.77 / -7.78

XYZ file:
```
61
C11H30BCeF7N4O5PS ωB97M-V/def2-TZVPD
Ce 0.466 -0.222 0.321
N -1.426 -1.766 -1.353
C -1.092 -2.192 -2.716
C -0.224 -1.133 -3.367
N 0.991 -0.909 -2.592
C 2.010 -1.953 -2.739
C 2.111 -2.860 -1.521
N 2.288 -2.044 -0.321
H -1.875 -2.509 -0.830
H -2.104 -1.014 -1.412
H -1.983 -2.362 -3.332
H -0.558 -3.142 -2.663
H -0.764 -0.184 -3.411
H -0.003 -1.429 -4.402
H 1.385 -0.017 -2.858
H 2.978 -1.469 -2.893
H 1.822 -2.563 -3.631
H 2.928 -3.577 -1.668
H 1.193 -3.439 -1.395
H 3.170 -1.537 -0.344
H 2.311 -2.593 0.533
F -0.169 -4.280 2.434
C -0.551 -3.007 2.499
F -0.690 -2.610 1.191
F -1.779 -2.953 3.039
S 0.705 -1.915 3.451
O 1.527 -2.920 4.122
O -1.176 0.081 2.523
O 1.374 -1.425 2.157
F 0.526 2.061 -3.161
B 0.815 2.312 -1.837
F 1.102 3.627 -1.574
F 1.894 1.473 -1.412
F -0.286 1.873 -1.018
C -0.181 1.149 2.324
H 0.522 1.124 3.170
H -1.409 -0.016 3.451
H -0.688 2.123 2.328
C -3.186 2.199 1.266
P -2.755 0.708 0.307
C -3.906 -0.553 1.007
C -3.623 1.150 -1.259
H -4.261 2.388 1.217
H -2.658 3.061 0.859
H -2.887 2.070 2.303
H -4.445 -0.148 1.864
H -3.357 -1.429 1.349
H -4.643 -0.862 0.264
H -4.664 1.429 -1.080
H -3.620 0.328 -1.977
H -3.104 1.990 -1.721
N 3.414 4.146 1.792
C 2.544 3.047 1.376
C 3.344 1.777 1.165
O 4.653 1.919 1.227
O 2.837 0.699 0.936
H 3.203 5.002 1.299
H 4.791 2.872 1.446
H 3.348 4.330 2.784
H 2.083 3.274 0.413
H 1.733 2.818 2.070
```

***

ORCA calculation (ωB97M-V/def2-TZVPD) on C11H30CuO13 as an isolated structure at a distorted geometry.

- lowest unoccupied orbital energy (eV) = 1.38
- energy (eV) = -83141.7115
- charge = -1
- frontier orbital gap (eV) = 3.164
- highest occupied orbital energy (eV) = -1.78

XYZ file:
```
55
C11H30CuO13 ωB97M-V/def2-TZVPD
Cu -13.863 -13.472 13.221
C -10.748 -15.113 15.620
O -11.887 -15.293 15.953
O -10.449 -14.355 14.740
O -9.790 -15.698 16.115
C -12.427 -10.840 19.563
C -12.879 -10.862 18.115
O -13.912 -11.779 18.009
O -11.965 -12.179 19.851
H -13.156 -10.575 20.329
H -11.585 -10.166 19.720
H -11.988 -11.111 17.539
H -13.174 -9.860 17.804
H -13.614 -12.626 17.668
H -12.674 -12.821 19.771
C -15.037 -9.381 12.056
C -13.448 -9.236 12.073
O -12.804 -10.434 11.480
O -15.315 -10.418 13.062
H -15.396 -9.666 11.067
H -15.535 -8.473 12.395
H -13.083 -8.984 13.068
H -13.196 -8.423 11.391
H -12.851 -10.366 10.524
H -15.757 -9.984 13.795
C -14.681 -14.060 9.104
C -13.518 -15.001 8.931
O -12.675 -15.024 10.065
O -15.428 -14.291 10.299
H -15.251 -13.792 8.214
H -14.167 -13.101 9.162
H -13.010 -14.817 7.984
H -13.908 -16.013 8.820
H -11.804 -15.211 9.706
H -16.218 -14.729 9.974
C -20.154 -15.702 16.810
C -19.815 -15.021 15.416
O -18.784 -14.109 15.458
O -19.399 -16.795 17.191
H -21.188 -16.047 16.793
H -20.024 -14.980 17.615
H -20.666 -14.462 15.026
H -19.706 -15.779 14.640
H -17.985 -14.389 15.007
H -18.541 -16.739 16.765
C -14.986 -18.579 13.137
C -14.450 -20.010 13.386
O -14.051 -20.668 12.185
O -15.113 -17.931 14.356
H -15.889 -18.740 12.549
H -14.202 -17.967 12.691
H -15.056 -20.622 14.054
H -13.588 -19.769 14.008
H -14.884 -20.900 11.768
H -14.254 -17.640 14.671
```

***

ORCA calculation (ωB97M-V/def2-TZVPD) on C11H30F3O8SSn as an isolated structure at a distorted geometry.

- lowest unoccupied orbital energy (eV) = -8.60
- energy (eV) = -53079.9816
- charge = +1
- frontier orbital gap (eV) = 3.108
- highest occupied orbital energy (eV) = -11.71

XYZ file:
```
54
C11H30F3O8SSn ωB97M-V/def2-TZVPD
Sn 5.054 -0.293 -0.612
C 0.208 -2.030 0.544
F 0.345 -1.140 1.530
F 0.515 -3.226 1.013
F -1.043 -2.085 0.115
S 1.241 -1.506 -0.919
O 1.112 -2.490 -1.941
O 0.749 -0.204 -1.357
O 2.612 -1.371 -0.352
C -3.090 -1.383 -2.178
C -2.507 -1.844 -3.509
O -1.179 -2.392 -3.425
H -2.322 -0.885 -1.586
H -3.544 -2.184 -1.594
H -3.893 -0.679 -2.408
H -2.439 -0.923 -4.101
H -3.071 -2.588 -4.064
H -0.631 -1.651 -3.150
C 3.152 3.717 0.218
C 2.085 2.712 -0.113
O 2.530 1.666 -1.001
H 3.396 4.360 -0.628
H 4.076 3.201 0.503
H 2.791 4.323 1.046
H 1.104 3.104 -0.398
H 1.807 2.169 0.804
H 1.738 1.071 -1.023
C -3.038 1.515 0.833
C -2.510 0.336 1.671
O -3.173 0.182 2.936
H -2.486 1.452 -0.111
H -2.796 2.434 1.360
H -4.082 1.363 0.569
H -1.446 0.531 1.792
H -2.738 -0.630 1.217
H -3.876 -0.452 2.780
C 1.679 -2.752 4.474
C 2.512 -3.568 5.454
O 3.246 -2.734 6.353
H 1.119 -3.421 3.816
H 2.280 -2.041 3.907
H 0.891 -2.259 5.045
H 3.164 -4.259 4.912
H 1.827 -4.113 6.102
H 3.863 -2.249 5.796
C -1.463 3.093 -3.285
C -0.267 2.161 -3.253
O 0.804 2.704 -4.049
H -2.033 2.870 -4.185
H -1.294 4.167 -3.218
H -2.023 2.919 -2.361
H -0.513 1.159 -3.603
H 0.120 2.162 -2.228
H 1.432 1.980 -4.138
```

***

ORCA calculation (ωB97M-V/def2-TZVPD) on a 6-piece molecular cluster, C11H30F6N2O8S2 overall at a distorted geometry.

- lowest unoccupied orbital energy (eV) = -0.12
- energy (eV) = -69226.3298
- frontier orbital gap (eV) = 9.630
- highest occupied orbital energy (eV) = -9.75

XYZ file:
```
59
C11H30F6N2O8S2 ωB97M-V/def2-TZVPD
N 0.253 0.009 -0.473
H -0.312 0.103 -1.305
H -0.310 -0.599 0.103
H 0.452 0.912 -0.067
H 1.138 -0.420 -0.704
C 1.908 3.178 2.969
F 2.640 4.208 3.285
F 2.509 2.131 3.449
F 0.633 3.321 3.374
S 1.897 3.130 0.936
O 2.196 4.484 0.432
O 2.916 2.127 0.622
N 0.368 2.436 0.542
S -0.488 3.660 0.268
O -0.420 4.671 1.263
O -0.351 4.226 -1.077
C -2.359 2.836 0.452
F -2.480 2.268 1.620
F -3.290 3.806 0.394
F -2.512 1.894 -0.553
O 2.508 -0.704 -1.703
H 3.300 -1.112 -1.355
H 2.776 -0.339 -2.547
C -2.116 -0.100 -4.221
C -1.449 1.307 -4.085
C -2.425 2.468 -4.059
O -0.803 1.389 -2.770
H -1.418 -0.880 -3.918
H -2.269 -0.298 -5.282
H -3.061 -0.179 -3.684
H -0.725 1.476 -4.882
H -3.172 2.452 -4.853
H -1.857 3.374 -4.273
H -2.881 2.509 -3.071
H -0.870 2.326 -2.574
C -1.993 -1.895 3.495
C -1.693 -0.798 2.518
C -0.693 0.240 3.067
O -1.167 -1.438 1.362
H -2.736 -2.514 2.992
H -2.380 -1.482 4.426
H -1.137 -2.547 3.671
H -2.574 -0.183 2.332
H -0.495 1.059 2.376
H 0.306 -0.189 3.149
H -0.999 0.629 4.038
H -1.799 -2.000 0.906
C 1.311 -3.900 -0.431
C 2.555 -4.580 0.086
C 3.226 -3.850 1.335
O 2.291 -5.924 0.390
H 0.412 -4.189 0.113
H 1.244 -4.075 -1.504
H 1.382 -2.815 -0.356
H 3.316 -4.523 -0.691
H 4.141 -4.421 1.496
H 2.514 -3.598 2.121
H 3.535 -2.879 0.948
H 1.508 -6.199 -0.092
```

***

ORCA calculation (ωB97M-V/def2-TZVPD) on a 6-piece molecular cluster, C11H30O9 overall at a distorted geometry.

- lowest unoccupied orbital energy (eV) = 0.25
- energy (eV) = -30316.8469
- structure (SMILES) = O=C1OCCO1.COCCOC.CO.CO.CO.CO
- frontier orbital gap (eV) = 10.027
- highest occupied orbital energy (eV) = -9.78

XYZ file:
```
50
C11H30O9 ωB97M-V/def2-TZVPD
O 0.099 -4.991 -0.518
C 0.929 -4.199 -0.041
O 0.876 -3.652 1.171
C 1.804 -2.640 1.350
C 2.408 -2.525 -0.006
O 1.842 -3.568 -0.746
H 1.230 -1.795 1.730
H 2.601 -2.921 2.039
H 3.498 -2.545 0.025
H 2.128 -1.551 -0.407
C 2.059 0.146 -3.162
O 2.749 0.718 -2.108
C 1.915 1.464 -1.252
C 2.849 1.980 -0.070
O 3.489 0.965 0.655
C 4.914 1.044 0.681
H 2.197 0.818 -4.009
H 0.976 0.039 -3.112
H 2.536 -0.780 -3.483
H 1.122 0.849 -0.828
H 1.428 2.323 -1.714
H 2.341 2.683 0.591
H 3.628 2.511 -0.617
H 5.253 2.013 1.047
H 5.314 0.999 -0.332
H 5.311 0.220 1.274
C -2.470 0.220 3.311
O -3.449 -0.630 2.861
H -2.336 0.163 4.391
H -1.538 0.097 2.759
H -2.860 1.235 3.234
H -3.602 -0.487 1.924
C -2.010 2.828 -0.195
O -0.571 2.654 -0.140
H -2.501 2.278 0.608
H -2.276 3.877 -0.062
H -2.362 2.386 -1.127
H -0.386 1.714 -0.084
C -1.174 -0.558 -1.289
O -1.311 -0.201 0.123
H -1.975 -1.222 -1.613
H -1.221 0.356 -1.880
H -0.214 -1.021 -1.518
H -2.262 -0.176 0.255
C -5.313 -0.464 0.062
O -4.114 0.283 0.075
H -5.045 -1.520 0.088
H -5.971 -0.263 0.908
H -5.908 -0.241 -0.823
H -4.631 1.086 -0.025
```

***

ORCA calculation (ωB97M-V/def2-TZVPD) on C11H31FN2NbO2 as an isolated structure at a distorted geometry.

- lowest unoccupied orbital energy (eV) = 2.44
- energy (eV) = -23243.4335
- charge = -1
- frontier orbital gap (eV) = 5.713
- highest occupied orbital energy (eV) = -3.28

XYZ file:
```
48
C11H31FN2NbO2 ωB97M-V/def2-TZVPD
C -5.558 -5.498 2.133
C -4.208 -5.847 1.828
C -3.125 -4.918 1.462
Nb -3.501 -2.710 1.845
F -3.984 -2.344 -0.097
H -6.321 -5.500 1.366
H -5.896 -5.228 3.127
H -3.946 -6.914 1.829
H -2.819 -5.049 0.408
H -2.258 -5.244 2.044
H -1.741 -2.300 1.458
H -3.667 -0.916 2.160
H -5.238 -2.799 2.389
H -2.945 -2.820 3.578
C -0.838 4.003 -0.115
C -0.025 3.213 0.905
C -0.067 1.692 0.692
O -1.262 1.074 1.095
C -2.335 1.173 0.175
N -0.466 3.585 2.253
H -1.906 3.970 0.096
H -0.543 5.053 -0.100
H -0.677 3.623 -1.126
H 1.020 3.522 0.793
H 0.714 1.245 1.317
H 0.173 1.426 -0.348
H -1.984 1.145 -0.862
H -2.910 2.087 0.353
H -3.002 0.327 0.340
H 0.150 3.146 2.932
H -1.363 3.132 2.411
C 5.700 0.456 -2.425
C 4.859 0.997 -1.272
C 3.411 0.486 -1.263
O 2.571 1.088 -2.232
C 2.699 0.556 -3.537
N 4.920 2.463 -1.290
H 5.484 0.961 -3.366
H 6.760 0.606 -2.220
H 5.535 -0.614 -2.564
H 5.323 0.652 -0.344
H 2.969 0.742 -0.297
H 3.369 -0.608 -1.346
H 2.898 -0.519 -3.519
H 3.483 1.074 -4.095
H 1.757 0.727 -4.057
H 4.459 2.822 -0.459
H 4.330 2.782 -2.053
```

***

ORCA calculation (ωB97M-V/def2-TZVPD) on a 5-piece molecular cluster, C11H31NO5 overall.

- lowest unoccupied orbital energy (eV) = 0.21
- energy (eV) = -23635.6603
- structure (SMILES) = CC1(C)CCCC(C)(C)N1O.CO.CO.O.O
- frontier orbital gap (eV) = 8.672
- highest occupied orbital energy (eV) = -8.46

XYZ file:
```
48
C11H31NO5 ωB97M-V/def2-TZVPD
C -2.538 -1.219 1.218
C -1.387 -0.234 1.536
C -0.342 -0.997 2.347
C -0.717 0.258 0.242
C -1.554 1.271 -0.502
C -1.830 2.451 0.384
C -2.511 2.074 1.709
C -2.388 3.255 2.676
C -4.006 1.825 1.461
N -1.781 0.947 2.289
O -2.323 0.590 3.542
H -3.459 -0.767 0.857
H -2.219 -1.960 0.483
H -2.818 -1.775 2.122
H -0.763 -1.399 3.268
H 0.022 -1.843 1.760
H 0.480 -0.330 2.606
H 0.242 0.698 0.539
H -0.489 -0.617 -0.373
H -1.041 1.620 -1.400
H -2.507 0.829 -0.809
H -2.485 3.146 -0.147
H -0.901 2.978 0.615
H -2.631 4.178 2.144
H -1.362 3.323 3.036
H -3.054 3.157 3.531
H -4.222 1.102 0.673
H -4.535 2.742 1.191
H -4.539 1.454 2.349
H -3.227 0.277 3.388
C 2.471 -3.717 -3.912
O 1.106 -4.022 -4.127
H 3.028 -4.001 -4.801
H 2.634 -2.662 -3.679
H 2.909 -4.300 -3.086
H 0.584 -3.595 -3.441
C 2.678 -0.499 -1.210
O 3.952 -0.246 -1.815
H 2.719 -1.360 -0.541
H 2.373 0.387 -0.659
H 1.933 -0.712 -1.982
H 4.475 -1.053 -1.756
O 4.006 2.463 -1.037
H 4.738 2.966 -1.401
H 4.149 1.556 -1.341
O 5.446 -2.577 -2.421
H 5.859 -3.435 -2.295
H 5.827 -2.226 -3.230
```

***

ORCA calculation (ωB97M-V/def2-TZVPD) on C11H32AsAuBr2O3SSi3 as an isolated structure at a distorted geometry.

- lowest unoccupied orbital energy (eV) = -7.77
- energy (eV) = -257141.3080
- charge = +2
- frontier orbital gap (eV) = 7.570
- highest occupied orbital energy (eV) = -15.34

XYZ file:
```
54
C11H32AsAuBr2O3SSi3 ωB97M-V/def2-TZVPD
Au 0.611 1.082 -2.552
Br 1.921 2.553 -4.127
C 3.098 3.366 -2.785
Br 3.879 2.076 -1.614
H 2.491 4.060 -2.219
H 3.886 3.844 -3.355
C -0.750 3.572 1.594
S 0.010 2.410 0.526
O 1.008 1.652 1.372
O 0.683 3.086 -0.539
O -1.057 1.470 0.075
H 0.045 4.154 2.055
H -1.343 3.046 2.336
H -1.383 4.205 0.975
C -3.332 0.183 -2.909
Si -2.972 -0.652 -1.290
C -3.062 -2.510 -1.329
C -3.843 0.080 0.169
As -0.544 -0.315 -1.050
Si 1.209 0.654 2.825
C 0.410 1.550 4.231
C 3.048 0.529 2.957
C 0.352 -0.951 2.447
Si 0.931 -2.382 -1.117
C 2.549 -1.725 -0.497
C 0.732 -2.508 -2.954
C 0.271 -3.747 -0.064
H -4.409 0.319 -3.028
H -2.975 -0.407 -3.754
H -2.868 1.169 -2.955
H -4.115 -2.798 -1.276
H -2.560 -2.961 -0.472
H -2.654 -2.943 -2.244
H -4.912 0.050 -0.054
H -3.565 1.116 0.353
H -3.673 -0.498 1.079
H 1.006 2.406 4.550
H 0.345 0.870 5.083
H -0.602 1.895 4.021
H 3.537 1.329 2.399
H 3.421 -0.425 2.585
H 3.359 0.618 3.999
H -0.636 -0.799 2.003
H 0.199 -1.500 3.379
H 0.945 -1.582 1.787
H 2.690 -0.670 -0.733
H 3.377 -2.276 -0.952
H 2.619 -1.861 0.583
H 1.420 -1.838 -3.467
H -0.275 -2.313 -3.330
H 0.974 -3.547 -3.203
H 0.010 -3.399 0.936
H 1.083 -4.473 0.041
H -0.587 -4.262 -0.493
```